{
  "formula": "C19H46N4O10",
  "method": "ωB97M-V/def2-TZVPD",
  "charge": 0,
  "e_homo_ev": -8.41,
  "total_energy_ev": -46879.98485,
  "symbols": ["O", "O", "O", "O", "O", "O", "O", "O", "O", "O", "N", "N", "N", "N", "C", "C", "C", "C", "C", "C", "C", "C", "C", "C", "C", "C", "C", "C", "C", "C", "C", "C", "C", "H", "H", "H", "H", "H", "H", "H", "H", "H", "H", "H", "H", "H", "H", "H", "H", "H", "H", "H", "H", "H", "H", "H", "H", "H", "H", "H", "H", "H", "H", "H", "H", "H", "H", "H", "H", "H", "H", "H", "H", "H", "H", "H", "H", "H", "H"],
  "xyz": [[2.5487, 1.1244, 2.9267], [-3.6900, -0.8126, -0.4186], [1.0273, -2.4294, 0.3411], [0.0466, 6.5878, -2.5696], [0.6537, 1.8577, 2.0614], [-0.2406, 0.1634, 0.2339], [1.6796, 2.7636, 3.8069], [-4.0130, 4.4569, -0.6494], [0.8279, -1.0879, -3.9456], [-1.6031, -0.5458, -5.2147], [1.5681, -3.0437, 2.4805], [1.0322, -3.4333, -3.8003], [-2.6771, -2.7729, 0.2478], [0.3052, 5.1558, -0.7632], [2.3848, 2.4115, 6.0979], [0.9294, -1.9200, 3.1757], [-2.1951, 0.5768, -4.6437], [3.5159, 1.3920, 3.9473], [-0.7291, 0.6232, -1.0760], [2.2035, -3.9214, 3.4793], [-0.0361, 3.9630, 0.0200], [1.5326, 1.8269, 2.9073], [1.0431, -2.1488, -3.3074], [-0.3295, 5.5609, -1.9077], [2.8343, 2.6277, 4.5968], [-2.1491, -4.1224, -0.0630], [1.2136, -4.6394, -2.9705], [-2.6068, -2.4184, 1.6138], [-3.8176, 3.4996, -1.7495], [1.5707, -3.1562, 1.1459], [0.8361, -3.6203, -5.2104], [1.6504, 5.6262, -0.4141], [-3.1642, -1.9102, -0.6772], [-1.5329, 1.2069, -4.0499], [-4.1302, 2.4872, -1.4935], [1.9821, 3.2952, 6.5930], [2.2314, -3.9874, 0.8546], [-0.9339, 3.3938, -0.2212], [-3.1784, -3.1835, 2.1392], [-4.9409, 4.3713, -0.4182], [1.9665, -5.2279, -3.4948], [-0.1795, 4.3660, 1.0226], [1.6484, 6.2632, 0.4704], [1.6134, -4.1428, -5.7679], [-3.0574, 0.3340, -4.0227], [-0.2217, 1.4749, -1.5291], [-2.4982, -4.7875, 0.7268], [1.5033, -4.3418, 4.2011], [1.1350, -1.0351, 2.5734], [2.2185, 4.7077, -0.2668], [-1.7526, 0.9823, -0.9690], [3.0558, -4.4786, 3.0904], [1.1227, -2.1195, -2.2097], [2.1091, 6.1343, -1.2623], [0.7189, -2.6190, -5.6249], [1.7184, 1.5693, 6.2840], [-0.0751, -4.2031, -5.3456], [-2.7649, 3.5230, -2.0311], [3.6445, 0.5472, 4.6238], [3.1813, 2.2185, 6.8165], [-2.5154, -4.3986, -1.0517], [-1.6061, -2.3142, 2.0330], [2.7291, -3.3517, 4.2457], [-1.1306, 4.9392, -2.3365], [1.6514, -4.4158, -1.9977], [-3.1251, -1.5640, 2.0492], [-3.1261, -2.3448, -1.6880], [-4.3319, 3.7385, -2.6804], [0.3582, -5.3007, -2.8323], [-0.1570, -2.0075, 3.1612], [0.7280, 3.1959, 0.1454], [-1.0612, -4.0671, -0.0229], [1.4316, -1.7806, 4.1331], [-1.1096, -0.9492, -4.4969], [-0.6361, -0.0921, -1.8932], [4.4347, 1.6715, 3.4317], [3.4757, 3.4862, 4.3975], [-0.3146, -0.7820, 0.3836], [-2.4310, 1.3535, -5.3711]]
}


{
  "formula": "C4H8O",
  "method": "ωB97M-V/def2-TZVPD",
  "charge": 0,
  "e_homo_ev": -9.25,
  "total_energy_ev": -6322.64898,
  "symbols": ["O", "C", "C", "C", "C", "H", "H", "H", "H", "H", "H", "H", "H"],
  "xyz": [[1.2488, -0.7281, -0.1076], [0.9024, -0.0718, -1.2868], [-0.3425, -0.1172, 1.6812], [-0.3828, 0.6596, -0.7917], [-0.4903, -0.4236, 0.2383], [1.6620, 0.5633, -1.7569], [-0.8100, 0.8074, 2.0251], [-0.6019, -0.9627, 2.3168], [-1.0965, -1.2890, -0.0639], [0.5327, -0.8049, -2.0139], [0.7410, 0.0213, 1.6599], [-1.1519, 0.7058, -1.5676], [-0.2108, 1.6399, -0.3330]]
}


no.,frontier orbital gap (eV)
1,8.432
2,10.403